{"formula": "C26H69B2CoF8N3O14", "method": "ωB97M-V/def2-TZVPD", "species": ["Co", "B", "F", "F", "F", "F", "B", "F", "F", "F", "F", "C", "O", "C", "C", "N", "C", "C", "O", "C", "H", "H", "H", "H", "H", "H", "H", "H", "H", "H", "H", "H", "H", "H", "H", "C", "O", "C", "C", "N", "C", "C", "O", "C", "H", "H", "H", "H", "H", "H", "H", "H", "H", "H", "H", "H", "H", "H", "H", "C", "O", "C", "C", "N", "C", "C", "O", "C", "H", "H", "H", "H", "H", "H", "H", "H", "H", "H", "H", "H", "H", "H", "H", "C", "C", "O", "O", "H", "H", "H", "H", "H", "H", "C", "C", "O", "O", "H", "H", "H", "H", "H", "H", "C", "C", "O", "O", "H", "H", "H", "H", "H", "H", "C", "C", "O", "O", "H", "H", "H", "H", "H", "H"], "xyz": [[0.220962, -1.298841, 1.024233], [3.759046, -4.358629, -1.510466], [3.550897, -3.391193, -0.525732], [4.727358, -5.302657, -1.144283], [2.606252, -4.979187, -1.869344], [4.271998, -3.623851, -2.589905], [-0.571810, -1.334058, 4.311629], [-1.512020, -2.241242, 4.783029], [-1.043588, -0.021518, 4.415713], [0.494304, -1.374837, 5.173036], [-0.139056, -1.491514, 3.008139], [2.354897, -3.450857, 3.145214], [2.184995, -2.231618, 2.403068], [3.269719, -1.365815, 2.380203], [3.208365, -0.199874, 1.256050], [1.807234, 0.281920, 1.176228], [1.639140, 1.136192, 2.368086], [2.096982, 2.595064, 2.067138], [1.674072, 3.170236, 0.804027], [1.615277, 4.569615, 0.658434], [1.439865, -3.997622, 3.372957], [2.831244, -3.059080, 4.043928], [3.098113, -3.985150, 2.553372], [4.154957, -2.000023, 2.332820], [3.520542, -0.884407, 3.325425], [3.338422, -0.663632, 0.278235], [3.900171, 0.622494, 1.438315], [1.731877, 0.798573, 0.311656], [2.183225, 0.938561, 3.291684], [0.593822, 1.222533, 2.664671], [3.171326, 2.723901, 1.935608], [1.955822, 3.315842, 2.872531], [2.483596, 4.905767, 0.091765], [1.687258, 5.213816, 1.534754], [0.753716, 4.794362, 0.029714], [3.126975, 4.783439, -4.799489], [2.467587, 4.812925, -3.498737], [1.473724, 3.742162, -3.231558], [1.862920, 2.235545, -3.597202], [2.580500, 1.391565, -2.539860], [3.623223, 2.031171, -1.790734], [4.979656, 2.142114, -2.476030], [5.305335, 0.872272, -3.246945], [5.346038, -0.404163, -2.531966], [3.584236, 3.800581, -4.913568], [3.825428, 5.612354, -4.914239], [2.407880, 4.905814, -5.609443], [0.506704, 3.950244, -3.689458], [1.162941, 3.742373, -2.186797], [2.552092, 2.260597, -4.441302], [1.042297, 1.654398, -4.017855], [3.119331, 0.697191, -3.037457], [3.874180, 1.474223, -0.888001], [3.352860, 3.018341, -1.415906], [5.793452, 2.488116, -1.838747], [4.773640, 2.937365, -3.192430], [4.433021, -0.396391, -1.936611], [6.232480, -0.217986, -1.925630], [5.492609, -1.300126, -3.135176], [-5.439597, 1.336074, 3.498006], [-6.281058, 0.190287, 3.119961], [-7.090308, 0.389366, 1.972969], [-6.223527, 0.522017, 0.752380], [-5.371331, -0.644722, 0.585021], [-6.059575, -1.827596, 0.125254], [-5.053280, -2.883202, -0.109459], [-4.036666, -3.019955, 0.857303], [-4.508082, -3.682816, 2.008828], [-4.571935, 0.942166, 4.027248], [-5.962437, 2.120727, 4.044869], [-4.918058, 1.693753, 2.610222], [-7.607413, 1.308268, 2.249256], [-7.864193, -0.358706, 1.800943], [-5.550667, 1.375673, 0.670909], [-6.849493, 0.418197, -0.133896], [-4.907483, -0.786440, 1.470951], [-6.409733, -1.648370, -0.891293], [-6.885191, -2.059264, 0.798147], [-4.501476, -2.669358, -1.024821], [-5.561620, -3.847377, -0.117300], [-5.290849, -3.055864, 2.435800], [-3.708344, -3.727871, 2.748081], [-5.020684, -4.629026, 1.835594], [-0.692755, 0.152047, -1.653451], [-1.655684, 0.356086, -0.514199], [-1.137137, 0.237926, 0.847349], [0.373315, -0.614358, -1.128024], [-0.385528, 1.162092, -1.924612], [-1.263035, -0.406734, -2.395515], [-2.390709, -0.448759, -0.522984], [-2.215322, 1.289598, -0.573045], [-1.742621, 0.852545, 1.268320], [1.118411, -0.478040, -1.717811], [-3.332678, 4.382227, 2.770428], [-2.171737, 3.634986, 2.084396], [-2.220587, 2.242849, 2.530459], [-2.975962, 4.481436, 4.124860], [-4.348011, 4.017353, 2.925564], [-3.319169, 5.456413, 2.585964], [-1.311233, 4.206864, 2.431679], [-2.248620, 3.625951, 0.997148], [-2.202149, 2.225685, 3.490137], [-2.099137, 4.871207, 4.095512], [1.748788, -1.747738, -5.364285], [1.592225, -2.587755, -4.039981], [2.468313, -1.898130, -3.145941], [3.147139, -1.937263, -5.755787], [1.694587, -0.669713, -5.212616], [1.233863, -2.089651, -6.262091], [1.840088, -3.639273, -4.184844], [0.546033, -2.662015, -3.743215], [3.134672, -2.559820, -2.946633], [3.616493, -1.405870, -5.108546], [-0.028802, -4.008023, -0.157647], [-1.065596, -3.885866, 0.973650], [-1.487904, -2.532563, 0.989309], [0.966806, -3.084864, 0.123988], [-0.572576, -3.756617, -1.068255], [0.270247, -5.045180, -0.309232], [-0.647030, -4.197485, 1.930626], [-1.906832, -4.562210, 0.822070], [-2.422468, -2.436277, 1.186580], [1.787212, -3.264418, -0.341090]], "forces_ev_per_a": [[1.452, 0.051, 0.154], [2.160, -0.794, -0.059], [-0.623, 0.378, 1.148], [-0.351, 0.316, 0.311], [-1.544, -0.320, -0.118], [0.397, 0.293, -1.091], [-0.429, 1.129, 2.828], [-0.355, -0.349, -1.077], [-0.994, 0.846, -0.541], [1.507, -0.568, 0.274], [-0.140, -0.735, -1.184], [1.750, 1.720, -0.193], [-1.941, 0.954, -1.084], [1.764, 0.642, -0.249], [-1.305, -3.010, 0.050], [0.899, -0.768, 2.033], [-1.293, 3.349, -0.785], [1.441, 1.274, -0.962], [-1.451, -1.004, 0.719], [0.785, 0.106, -0.799], [-0.012, 0.447, -0.391], [-0.127, -0.875, 0.623], [-0.167, -0.793, 0.265], [0.544, 0.129, -1.097], [-0.945, 0.297, 0.664], [0.762, -0.044, -0.003], [0.185, -0.285, 0.135], [-0.308, 0.574, 0.007], [0.170, -1.069, -0.413], [-0.140, -0.358, -0.096], [0.656, -0.983, 0.425], [-0.924, -0.238, 0.350], [0.259, -0.053, -0.342], [-0.595, -0.498, 0.599], [-0.192, 0.198, 0.326], [-1.220, -0.666, 0.631], [-0.597, -1.183, 0.041], [0.564, -1.081, -0.515], [1.814, 0.631, 0.204], [-1.209, 0.652, -0.416], [1.273, 0.389, 1.745], [-0.733, -1.504, -1.809], [-0.643, 1.522, -0.578], [0.448, 2.743, 1.077], [0.469, 0.329, -0.252], [0.077, -0.200, 0.652], [-0.306, -0.069, -0.035], [0.202, 0.267, -0.838], [0.847, 0.421, 0.369], [-0.008, 0.303, -0.262], [-0.413, 0.185, 0.576], [-0.510, -0.570, -0.553], [-0.734, -0.406, 0.337], [-0.191, 0.098, -0.164], [0.013, -0.429, 0.240], [0.853, -0.337, -0.782], [0.186, -0.970, 0.251], [-0.060, -0.980, 0.675], [-0.318, 0.523, -0.428], [0.159, -1.553, -1.229], [0.846, -0.300, 1.053], [0.377, 2.189, 0.897], [-0.028, -1.155, -1.434], [0.766, 0.544, -0.055], [0.201, 1.270, 0.372], [0.751, -1.326, -0.083], [0.189, -0.408, 0.445], [-0.703, 0.991, 0.922], [-0.511, -0.207, 0.698], [-0.144, -0.137, -0.070], [-0.462, 0.581, -0.178], [-0.558, 0.359, -0.837], [0.381, -0.442, 0.627], [-0.569, 0.353, 0.239], [-0.307, 1.002, -0.135], [0.146, -0.497, 0.093], [-0.658, 0.263, 0.099], [-0.194, -0.634, -0.138], [-0.256, -0.155, -0.151], [-0.061, -0.231, -0.735], [-0.113, 0.137, 0.434], [0.022, -0.307, -0.155], [0.549, -0.385, -0.399], [-0.190, 0.586, 1.500], [-1.726, -1.278, 0.974], [0.075, 0.996, -1.908], [-0.408, 0.005, -0.310], [0.501, -0.296, -0.738], [0.367, 0.310, -0.531], [-0.309, 0.050, -0.404], [0.169, 0.109, -0.247], [0.250, 0.157, 1.726], [0.911, -0.281, -0.212], [0.418, 1.353, 0.802], [-2.351, -1.025, 0.560], [0.521, 1.207, -1.170], [0.965, -0.751, 1.987], [0.038, -0.499, -1.483], [-0.582, -0.019, -1.833], [0.585, -0.452, -0.283], [0.185, -0.013, 0.070], [0.109, -0.116, 0.372], [0.173, 0.157, 0.734], [2.055, -1.592, -0.028], [-0.382, 1.470, -1.684], [-1.547, -0.159, 0.022], [-0.686, 0.297, -0.017], [-0.957, -0.021, 0.290], [-0.613, 0.064, 0.404], [0.678, 0.155, -0.190], [-0.205, 0.669, 0.618], [0.909, -0.221, 0.492], [0.448, -0.141, 0.070], [-2.169, -0.640, 0.173], [0.260, -0.892, -0.458], [1.166, -0.030, -0.260], [-0.323, 0.368, 0.509], [0.062, 0.304, -0.343], [0.624, 0.083, 0.395], [0.275, 0.382, 0.210], [-0.124, 0.128, -0.389], [-0.621, -0.029, -0.075], [0.929, 0.027, -0.224]], "mulliken_charge": [1.445, -0.247, -0.036, -0.366, -0.337, -0.412, 0.150, -0.397, -0.295, -0.359, 0.297, -1.195, 0.526, -1.489, -0.678, 1.310, -0.117, -1.530, 0.178, -1.104, 0.177, 0.344, 0.347, 0.600, 0.502, -0.161, 0.643, -0.488, 0.353, -0.228, 0.342, 0.645, 0.266, 0.432, 0.307, -0.659, -0.360, -0.500, -1.113, 0.741, 0.102, -0.886, -0.459, 0.088, 0.273, 0.236, 0.303, 0.453, -0.082, 0.768, 0.514, -0.294, -0.324, 0.269, 0.368, 0.338, -0.289, 0.405, 0.149, -0.493, -0.392, -0.458, -0.950, 0.142, -0.691, -0.908, -0.117, -0.969, 0.326, 0.404, -0.023, 0.390, 0.350, 0.203, 0.503, 0.097, 0.341, 0.468, 0.370, 0.407, 0.363, 0.235, 0.361, -0.406, -0.532, 0.540, 0.402, 0.120, 0.325, 0.006, 0.621, -0.622, -0.399, -0.520, -0.271, -0.277, -0.515, 0.175, 0.386, 0.218, 0.245, 0.245, 0.300, -0.336, -0.292, 0.010, -0.633, 0.040, 0.387, 0.335, 0.165, 0.210, 0.337, -0.815, -0.696, -0.302, 0.800, 0.278, 0.551, 0.123, 0.618, 0.068, -0.313], "de_lowest_ev": 0.862, "multiplicity": 4, "e_tot_ev": -121940.37673, "largest_force_ev_per_a": 3.67, "homo_ev": [-9.4, -9.4], "orbital_gap_ev": [9.33, 9.32]}